{
  "formula": "C9H22AlO4Si",
  "method": "ωB97M-V with the def2-TZVPD basis set",
  "symbols": ["C", "H", "H", "H", "H", "H", "C", "C", "O", "C", "H", "C", "H", "H", "H", "C", "H", "C", "Si", "C", "H", "H", "Al", "C", "O", "H", "H", "H", "H", "O", "H", "H", "H", "H", "H", "H", "O"],
  "positions_angstrom": [[0.9016, 2.5288, 0.5448], [2.8291, 3.3508, -0.0224], [1.1669, -0.3571, -1.3581], [-0.8484, -0.0931, 3.5229], [1.7577, -2.7616, -3.9051], [-4.0546, -0.2826, -0.0317], [1.8461, 2.7671, -1.8451], [-0.2967, -1.5749, -0.4227], [2.8118, 1.3358, -0.3644], [0.5119, -1.1964, -1.6215], [-2.8829, -2.4282, 2.8787], [-3.8149, -0.0276, 1.0034], [-0.0244, 2.4931, -0.0295], [1.8135, 3.8040, -2.1719], [-1.2039, -2.7387, 2.3637], [2.1182, 2.5906, -0.3616], [-4.5423, -0.5310, 1.6469], [-2.1783, -2.3617, 2.0448], [-2.0750, -0.6070, 1.4041], [3.3756, 1.1351, -1.5837], [0.9298, 2.2494, -2.1412], [3.0368, -2.8410, -1.4981], [1.6123, -2.8025, -2.2798], [-1.3451, 0.4961, 2.7480], [4.0778, 0.2263, -1.8602], [-2.5342, -3.0288, 1.2548], [-3.9368, 1.0516, 1.1227], [0.3648, -1.8657, 0.4027], [-0.9369, -2.4293, -0.6565], [-1.1534, -0.4765, 0.0579], [-2.1018, 1.1207, 3.2305], [0.8593, 3.3902, 1.2104], [-0.5997, 1.1611, 2.3060], [-0.1703, -0.8624, -2.4132], [0.7769, -4.1694, -1.8807], [0.9498, 1.6262, 1.1515], [2.9596, 2.1086, -2.4462]],
  "mulliken_charge": [-1.2769, 0.4447, -0.5315, 0.2932, -0.2732, 0.2981, -0.5184, -0.6638, -0.4206, 0.1809, 0.3945, -1.1091, 0.3548, 0.3251, 0.3190, 0.4099, 0.3459, -1.1354, 0.3515, 0.5713, 0.3576, -0.2587, 0.2008, -0.8723, -0.4828, 0.3246, 0.3003, 0.2782, 0.2286, -0.1046, 0.3665, 0.3946, 0.0956, 0.3570, -0.3186, 0.1439, -0.3707],
  "total_charge": -1,
  "relative_energy_ev": 0.000,
  "spin_multiplicity": 1,
  "homo_lumo_gap_ev": 7.474,
  "homo_ev": -4.707,
  "energy_ha": -1189.0940
}

---

{
  "formula": "C8H8INP",
  "method": "ωB97M-V with the def2-TZVPD basis set",
  "symbols": ["N", "C", "C", "H", "C", "H", "H", "C", "H", "C", "P", "H", "C", "H", "I", "C", "H", "C", "H"],
  "positions_angstrom": [[3.7749, -0.4535, -0.1404], [2.9366, 0.4088, -0.0759], [-2.3339, 1.6308, 0.8361], [5.5550, -0.9455, -0.9011], [-3.8764, 0.0183, 0.0334], [1.5373, 1.9379, -0.7432], [-4.8159, -0.3505, -0.0298], [4.7903, -1.3876, -0.3731], [-2.0222, 2.6409, 1.2141], [-2.8878, -0.8177, -0.4487], [1.7598, 1.4958, 0.5049], [5.2900, -1.5902, 0.6520], [-1.5349, -0.5111, -0.1469], [4.4771, -2.1976, -0.9339], [0.0856, -1.7453, -0.7734], [-3.6630, 1.2129, 0.6530], [-3.1910, -1.7030, -1.0569], [-1.3623, 0.6874, 0.5086], [-4.5192, 1.6695, 1.2211]],
  "mulliken_charge": [0.0307, 0.3185, -0.5571, 0.3508, -0.4020, 0.1419, 0.4470, -0.6559, 0.3265, -0.2262, 0.0511, 0.2974, 0.1346, 0.3136, 0.1530, -0.4534, 0.3156, 0.1147, 0.2991],
  "total_charge": 1,
  "relative_energy_ev": 3.004,
  "spin_multiplicity": 1,
  "homo_lumo_gap_ev": [5.503, 7.528],
  "homo_ev": [-12.265, -12.265],
  "energy_ha": -1002.9919
}